Formula: C18H23N2
Source: the OMol25 dataset
Level of theory: wB97M-V/def2-TZVPD

Summary:
HOMO level = -11.248 eV
SMILES = CN[N+](C)(C)[C@H](/C=C/c1ccccc1)c1ccccc1
charge = +1
electronic energy = -22011.3190 eV
LUMO = -0.0968 hartree

Cartesian coordinates (Å):
C: -3.048 -1.606 -1.165
C: -5.312 0.016 -1.542
H: 0.710 1.566 -0.845
C: 4.203 -0.146 -1.694
N: 0.885 1.077 1.129
H: -6.407 -1.836 -1.786
H: 1.910 -0.531 1.685
H: 3.258 -3.326 -0.864
H: 5.225 -2.046 -1.743
H: -1.706 1.551 -0.822
H: 1.951 0.550 3.718
H: 0.174 0.789 3.630
H: 2.639 2.159 0.430
H: 0.825 -0.831 3.872
C: -0.337 1.801 1.605
H: -0.068 2.284 2.553
H: -3.974 1.683 -1.236
C: -2.926 -0.198 -1.060
C: 2.078 -1.551 -0.515
C: -4.293 -2.182 -1.437
C: 3.020 0.518 -1.353
H: -0.615 2.556 0.863
C: 0.750 0.626 -0.271
H: -4.391 -3.267 -1.503
C: -4.078 0.597 -1.280
H: 2.694 1.580 2.127
C: -0.519 -0.153 -0.411
H: 2.891 1.583 -1.586
H: -0.479 -1.218 -0.197
H: -1.155 1.097 1.779
H: -2.158 -2.228 -1.048
C: -5.430 -1.381 -1.612
H: 1.678 2.982 1.675
C: 0.998 0.124 3.369
H: -6.189 0.648 -1.678
C: 1.989 -0.162 -0.685
H: 1.260 -2.114 -0.050
H: 5.018 0.420 -2.148
C: -1.676 0.458 -0.765
C: 4.311 -1.526 -1.465
C: 2.064 2.008 1.344
C: 3.224 -2.237 -0.944
N: 1.006 -0.131 1.926

Cartesian forces, eV/Å:
C -0.313 0.541 -0.035
C -0.037 -0.433 0.020
H -0.051 -0.362 0.064
C -0.339 -0.083 0.126
N 0.548 0.686 2.059
H 0.334 0.106 -0.022
H -0.151 -0.022 -0.230
H 0.077 0.399 0.074
H -0.214 0.072 0.038
H 0.139 -0.260 -0.300
H -0.331 -0.051 0.154
H 0.251 -0.372 0.189
H -0.198 -0.271 0.217
H 0.114 0.140 -0.153
C -0.247 0.286 0.365
H -0.253 0.041 -0.527
H -0.106 -0.257 0.004
C -1.528 -0.672 -0.321
C 0.319 -0.139 -0.094
C 0.060 0.191 0.086
C 0.160 -0.275 0.258
H 0.160 -0.208 0.189
C -0.053 -0.418 -1.291
H 0.091 0.326 0.005
C 0.581 -0.380 0.149
H -0.052 0.213 -0.304
C -1.144 0.626 -0.527
H 0.166 -0.439 0.035
H -0.095 0.319 -0.251
H 0.263 0.133 -0.237
H -0.389 0.091 -0.054
C 0.375 0.389 0.175
H 0.267 -0.368 -0.102
C 0.135 0.020 0.225
H 0.204 -0.171 -0.007
C 0.020 0.081 -0.664
H 0.434 0.241 -0.269
H -0.227 -0.294 0.103
C 1.447 -0.402 0.263
C -0.336 0.246 -0.178
C 0.056 0.561 0.075
C -0.034 0.345 0.169
N -0.102 -0.177 0.523